Entry 1:
This record from OMol25 describes a structure of composition C16H31CdNP2. The level of theory is ωB97M-V with the def2-TZVPD basis set.

**Highest occupied orbital energy**: -0.174 Ha
**LUMO**: -0.35 eV

```
51
Properties=species:S:1:pos:R:3:forces:R:3
P 1.5427 1.0488 0.7613 -1.2 2.3 2.8
P 0.4209 -1.0158 -1.9330 4.2 0.4 2.0
C 2.3662 0.7617 -0.8802 0.9 -0.4 0.0
C 1.3614 0.5443 -2.0096 -0.2 0.2 -0.8
H 3.0688 -0.0777 -0.7714 -0.1 0.1 -0.3
H 2.9598 1.6583 -1.0814 -0.1 -0.2 -0.3
H 0.6382 1.3743 -2.0599 0.3 -0.2 0.1
H 1.8863 0.5007 -2.9709 -0.1 0.2 -0.1
C 1.5993 -2.2952 -2.4327 0.0 0.0 -0.7
H 1.0859 -3.2606 -2.4815 0.1 0.1 0.0
H 2.4366 -2.3718 -1.7238 -0.4 0.2 -0.1
H 1.9868 -2.0380 -3.4238 0.1 -0.3 0.1
C -0.8971 -1.0144 -3.1075 -0.9 0.0 -0.2
H -0.4468 -1.1657 -4.0968 0.0 0.0 0.2
H -1.4319 -0.0583 -3.1128 0.1 -0.3 0.1
H -1.6045 -1.8254 -2.9304 0.0 0.0 -0.1
C 2.8161 0.9990 2.1483 1.6 -0.5 -0.3
H 2.4759 1.6343 2.9785 0.0 -0.1 -0.5
H 3.7637 1.3977 1.7654 0.2 0.0 0.3
H 3.0196 -0.0033 2.5418 0.0 0.1 0.0
C 1.9428 2.9555 0.6925 0.0 0.2 -0.2
H 1.4520 3.4349 -0.1655 0.2 0.1 0.1
H 3.0237 3.1034 0.5884 -0.1 0.1 0.1
H 1.6042 3.4532 1.6160 0.2 -0.1 -0.4
Cd -4.6112 -0.6294 -1.0157 0.5 -0.4 0.5
C 0.3822 -1.3911 -0.1217 -3.6 -0.7 0.2
C 1.2445 -0.8204 0.9924 0.3 0.7 -0.4
C 0.5856 -1.0295 2.3692 0.0 -0.3 -0.1
C -0.2512 0.1959 2.8207 -0.4 0.2 0.2
C 0.0460 1.4207 2.0193 1.6 0.2 1.8
C -0.2244 1.5215 0.5862 -0.6 -1.5 -3.5
C -1.2621 0.5862 -0.0645 -0.5 0.7 0.3
C -1.1017 -0.9302 0.1291 -0.2 -0.1 0.3
C -4.7827 0.0993 0.9621 -0.6 0.2 -0.1
H 0.4186 -2.4855 -0.0279 -0.2 -0.1 -0.4
H 2.2433 -1.2862 0.9587 -0.3 0.1 0.0
H 1.3665 -1.1922 3.1192 0.0 -0.1 -0.3
H -0.0379 -1.9308 2.3721 0.1 -0.1 0.1
H -1.3282 -0.0239 2.7874 -0.1 -0.4 0.2
H -0.0171 0.3864 3.8836 -0.2 0.0 -0.4
H 0.1819 2.3446 2.5770 -0.4 -0.1 0.0
H -0.2974 2.5259 0.1532 -0.4 -0.3 0.4
H -1.2841 0.8451 -1.1375 -0.1 -0.1 0.1
H -2.2482 0.8608 0.3327 -0.1 -0.1 -0.2
H -1.4631 -1.2161 1.1195 0.3 0.0 -0.1
H -1.7826 -1.4666 -0.5533 0.1 0.1 0.0
H -5.6785 0.7420 0.9735 0.4 -0.2 0.3
H -3.9138 0.6330 1.3659 -0.3 -0.2 -0.3
H -4.9773 -0.7944 1.5692 0.0 0.3 -0.1
N -4.0393 -2.7396 -3.4727 -0.3 1.8 2.0
C -4.2387 -1.9656 -2.6089 0.2 -1.5 -2.1
```
Forces are in eV/Å.

=====

Entry 2:
This record from OMol25 describes a structure of composition C16H31CoNP2S. The level of theory is ωB97M-V with the def2-TZVPD basis set.

**Highest occupied orbital energy (spin up / spin down)**: -0.144 / -0.197 Ha
**<S²>**: 3.78
**2S+1**: 4
**LUMO (spin up / spin down)**: -0.32 / -0.32 eV

```
52
Properties=species:S:1:pos:R:3:forces:R:3
P -0.1278 -0.9684 2.3103 0.9 2.5 -1.2
P 0.2567 -2.0776 -2.6180 -1.2 1.2 2.9
C -1.0201 -0.5736 -0.3885 -1.8 -0.2 -1.4
C -0.9862 -0.9777 -1.8772 -1.7 1.4 -0.4
H -1.0392 0.5952 -0.4152 -1.8 -1.3 -1.0
H -2.1245 -0.5573 -0.0951 1.2 -1.0 -0.1
H -1.9683 -1.4518 -2.1229 0.8 -0.1 0.0
H -1.0271 -0.0964 -2.5559 0.3 -0.1 0.0
C 1.7411 -1.4779 -3.3930 0.5 -0.2 -0.6
H 2.0175 -2.2731 -4.1121 0.1 0.5 0.1
H 2.5636 -1.3678 -2.6620 -0.7 0.1 -0.2
H 1.5639 -0.5321 -3.9229 0.0 -0.3 0.1
C -0.7723 -3.0376 -3.6948 0.4 -0.5 -0.5
H -0.7208 -2.4771 -4.6376 -0.2 -0.4 -0.1
H -1.8046 -3.0364 -3.3042 0.7 -0.2 -0.2
H -0.3525 -4.0444 -3.8019 -0.3 0.1 -0.3
C 1.0378 -0.2680 3.5588 -0.5 -0.8 0.5
H 1.2154 -0.9834 4.3596 0.2 0.1 0.4
H 0.6137 0.6551 3.9539 0.1 -0.1 0.1
H 1.9743 -0.0242 3.0544 -0.1 -0.3 0.1
C -1.8173 -0.8458 3.0169 0.3 -0.5 0.5
H -2.5583 -0.8878 2.2057 0.3 -0.3 0.3
H -1.9460 0.1152 3.5201 0.1 -0.2 0.0
H -1.9291 -1.6524 3.7549 -0.5 0.2 -0.2
Co 0.3001 0.8418 0.2435 1.3 -6.1 1.6
C -0.4924 2.1759 -1.2333 -0.5 -0.4 -2.0
C 0.8635 1.8015 -1.2278 1.1 1.3 -2.2
C 1.9313 2.6807 -0.6576 0.4 0.9 -0.2
C 1.5145 3.1373 0.7524 1.0 0.6 -0.2
C 0.8808 2.0543 1.5006 -0.7 -0.2 1.5
C -0.5336 1.7868 1.6015 -0.6 2.8 2.0
C -1.5917 2.6735 0.9833 -0.1 0.9 -0.3
C -1.2596 3.1532 -0.4707 -1.0 1.1 1.0
C 0.3203 -2.6848 2.2109 -1.0 -1.2 0.5
H -1.1266 1.7051 -2.0061 0.6 0.1 0.3
H 1.1586 1.2442 -2.1199 0.1 0.0 0.0
H 2.1263 3.5621 -1.2963 0.1 -0.1 0.0
H 2.8504 2.0801 -0.6269 0.0 0.3 0.2
H 2.4031 3.3244 1.3457 0.3 1.0 -0.2
H 0.8119 3.9634 0.7610 0.5 0.6 -0.3
H 1.5144 1.5862 2.2563 -0.4 0.3 -0.2
H -0.8911 1.5452 2.6139 0.3 -0.6 -0.6
H -1.7720 3.5508 1.6119 0.0 0.3 0.1
H -2.5683 2.1705 0.9889 0.3 -0.3 -0.2
H -2.2306 3.2671 -0.9939 0.5 0.4 0.3
H -0.7569 4.1335 -0.4293 -0.4 -0.2 0.0
H -0.6049 -3.2872 2.1638 0.3 0.1 -0.1
H 0.8232 -2.9622 3.1326 0.4 -0.4 -0.1
H 0.8718 -2.8744 1.2947 0.3 0.1 0.3
S 0.9510 -5.4833 -0.3444 0.2 0.2 -0.3
C 0.9192 -4.0403 -0.9357 -0.7 1.3 0.0
N 0.7974 -2.8602 -1.2523 0.7 -2.6 -0.1
```
Forces are in eV/Å.

=====

Entry 3:
This record from OMol25 describes a structure of composition C16H31DyN2S. The level of theory is ωB97M-V with the def2-TZVPD basis set.

**Highest occupied orbital energy (spin up / spin down)**: -0.516 / -0.515 Ha
**Charge**: +2
**<S²>**: 9.37
**2S+1**: 6
**LUMO (spin up / spin down)**: -7.03 / -7.03 eV

```
51
Properties=species:S:1:pos:R:3:forces:R:3
C 0.7959 2.1032 -0.6913 0.2 -0.6 0.1
H 1.2243 2.4382 0.2636 -0.1 0.2 -0.2
H 1.5947 2.1539 -1.4363 -0.1 -0.1 0.1
H 1.2916 0.3224 1.0774 -0.2 0.4 0.5
C -0.3875 2.9796 -1.1147 0.3 0.4 0.2
H -1.1026 2.4351 -1.7960 0.1 0.1 0.2
H -0.9647 3.2883 -0.2256 -0.1 -0.1 -0.2
C 0.0342 4.2633 -1.8718 -0.5 -0.1 -0.1
H -0.8622 4.8212 -2.1619 0.2 0.0 0.0
H 0.6517 4.9191 -1.2454 -0.1 -0.3 -0.1
H 0.5894 4.0173 -2.7848 -0.1 0.0 0.2
C -0.8520 -2.0952 -1.4790 0.3 0.6 -0.6
C -1.2536 -1.1552 -2.4813 1.3 -0.2 0.5
C -0.0733 -0.4578 -2.9182 0.0 -0.9 0.6
C 1.0409 -1.0196 -2.2276 -0.7 0.3 0.0
C 0.5616 -2.0176 -1.3434 -0.5 0.4 0.0
C 1.3978 -2.9566 -0.5611 0.5 -0.5 0.3
C 2.4651 -0.7217 -2.4914 0.5 0.1 -0.3
C -0.0040 0.6654 -3.8793 0.1 0.5 -0.7
C -2.6408 -0.6854 -2.6694 -0.5 0.2 -0.2
C -1.7387 -2.9322 -0.6409 -0.4 -0.5 0.3
Dy -0.6725 0.2624 -0.6309 -0.6 1.2 -1.4
H 3.1113 -1.0181 -1.6626 -0.1 0.1 -0.1
H 2.7887 -1.2951 -3.3693 0.1 0.1 0.1
H 2.6465 0.3347 -2.7087 0.0 -0.1 0.0
H 2.4161 -2.5820 -0.4153 -0.2 -0.1 0.0
H 0.9809 -3.1797 0.4269 0.0 0.0 -0.1
H 1.4855 -3.9142 -1.0971 0.0 0.2 0.2
H -2.6950 -2.4381 -0.4164 0.1 -0.1 0.0
H -1.9867 -3.8735 -1.1467 -0.1 0.1 0.1
H -1.2643 -3.2048 0.3107 -0.1 0.0 -0.2
H -2.6716 0.3336 -3.0822 -0.1 -0.2 0.1
H -3.1871 -1.3232 -3.3672 -0.2 0.1 0.1
H -3.1955 -0.7177 -1.7135 -0.1 0.1 -0.2
H 0.8419 1.3344 -3.6594 -0.3 -0.1 0.0
H 0.1532 0.2909 -4.8997 0.0 0.1 0.1
H -0.9335 1.2522 -3.9070 0.3 -0.1 0.0
C 0.4516 1.4881 5.2562 -0.1 0.4 0.6
N 0.7171 0.9512 3.9356 -0.7 -1.6 -1.6
C 0.0698 -0.0633 3.3589 0.4 0.7 1.2
S 0.3675 -0.5291 1.6429 0.5 -1.4 1.4
N -0.7555 -0.8862 4.0375 0.5 0.4 -1.8
C -0.4513 -1.4969 5.3336 0.2 0.0 0.8
H -0.4126 0.9989 5.7066 0.1 0.2 -0.2
H 0.2460 2.5513 5.1378 0.0 0.0 0.1
H 1.3195 1.3683 5.9048 0.0 -0.1 0.0
H 1.3341 1.4664 3.3216 0.1 0.1 0.2
H -1.3211 -1.4957 3.4428 0.2 0.3 0.2
H -1.3257 -1.4028 5.9806 0.2 0.0 0.0
H -0.2506 -2.5564 5.1522 0.1 0.2 0.2
H 0.4257 -1.0212 5.8056 -0.5 -0.4 -0.3
```
Forces are in eV/Å.

=====

Entry 4:
This record from OMol25 describes a structure of composition C16H31F3P2Sr. The level of theory is ωB97M-V with the def2-TZVPD basis set.

**Highest occupied orbital energy (spin up / spin down)**: -0.187 / -0.187 Ha
**LUMO (spin up / spin down)**: -1.20 / -1.20 eV

```
53
Properties=species:S:1:pos:R:3:forces:R:3
P 0.2439 -1.8648 -1.4544 -1.8 -0.1 -0.7
P 0.5184 1.9941 -0.6090 -0.7 -0.3 -0.3
C 0.1340 -0.2728 -2.2944 0.1 0.1 -1.2
C 1.1367 0.8372 -1.9126 0.7 0.6 -0.5
H -0.9057 0.0594 -2.1484 0.6 -0.2 -0.2
H 0.2526 -0.4975 -3.3725 0.0 0.2 0.3
H 2.1371 0.4394 -1.6340 -0.4 0.0 -0.2
H 1.3033 1.4720 -2.8020 0.2 -0.4 0.2
C -0.4297 3.0691 -1.7464 0.1 0.6 -0.3
H -0.7079 3.9995 -1.2204 0.0 -0.4 -0.3
H -1.3403 2.5868 -2.1403 0.5 0.2 0.4
H 0.2224 3.3089 -2.6074 -0.3 0.2 0.3
C 1.8551 3.1094 -0.1146 1.0 1.4 -0.6
H 1.5490 4.1019 -0.4667 0.4 0.0 0.0
H 2.8299 2.8853 -0.5859 -0.1 0.3 0.1
H 1.9209 3.2275 0.9900 -0.1 -0.2 -0.5
C -0.9083 -2.9358 -2.3476 0.4 -0.3 -1.0
H -0.9967 -3.8982 -1.8255 0.1 0.3 0.0
H -0.5512 -3.1231 -3.3686 0.0 0.0 0.1
H -1.9219 -2.5127 -2.4143 0.5 0.0 0.3
C 1.9018 -2.4595 -1.6774 0.7 -0.6 -0.7
H 2.6397 -1.6498 -1.6369 -0.2 -0.2 0.1
H 1.9709 -2.9296 -2.6694 0.2 0.0 0.2
H 2.1304 -3.2087 -0.9134 0.0 0.1 -0.1
Sr 2.8130 0.8693 1.2311 -1.0 -1.0 2.6
C -1.4542 1.1958 0.3240 -2.0 -1.2 0.7
C -2.2242 0.5852 -0.6513 0.7 2.0 0.5
C -3.2138 -0.4844 -0.5084 0.0 -1.8 0.6
C -3.0283 -1.4607 0.6925 -0.9 0.3 -0.4
C -1.8793 -2.3489 0.5239 1.0 -0.9 -0.3
C -0.5149 -1.9695 0.2705 0.6 0.2 3.1
C 0.1293 -0.6680 0.9241 -0.2 -0.9 -0.3
C -0.8052 0.3855 1.4470 -0.7 1.1 0.8
C 2.5967 -0.7631 3.4262 0.6 -0.4 -1.0
H -1.6820 2.2361 0.6067 0.8 -0.1 -0.8
H -2.2936 1.0735 -1.6367 -0.9 0.6 0.7
H -3.1967 -1.0859 -1.4383 -0.6 0.1 0.3
H -4.1842 0.0371 -0.3920 0.2 -0.2 -0.3
H -2.9924 -0.9259 1.6586 -0.3 0.2 -0.4
H -3.9169 -2.1108 0.7879 0.1 0.4 -0.3
H -2.0657 -3.4280 0.5741 0.2 0.4 0.1
H 0.0753 -2.8196 0.6715 0.2 0.2 -0.5
H 0.6586 -0.1061 0.1008 0.1 -0.9 0.8
H 0.8564 -0.9575 1.7169 -0.4 0.1 -0.3
H -1.5551 -0.0242 2.1194 0.2 -0.1 0.1
H -0.2229 1.0711 2.0850 -0.3 -0.3 -0.4
H 3.3372 -0.2040 4.0233 -0.1 -0.3 0.1
H 2.9656 -1.7907 3.2550 0.3 0.2 0.2
H 1.6926 -0.9080 4.0413 0.1 0.5 -0.4
F 0.4074 1.3414 4.0866 0.7 0.5 -0.1
C 1.4454 2.0031 3.4265 0.4 -0.3 -0.7
F 0.8932 3.2656 3.1755 -0.2 0.4 0.2
F 2.3744 2.2535 4.4306 -0.3 0.0 -0.1
```
Forces are in eV/Å.

=====

Respective ΔE to the lowest compared entry with this formula, charge and spin values: 400.8, 661.8, 0.0, 0.0 kJ/mol.
Respective total energy values: -41720.017, -85614.707, -54977.267, -44650.544 eV.